Record 1
{"formula": "C16H34O2P", "method": "wB97M-V/def2-TZVPD", "symbols": ["C", "C", "C", "C", "C", "C", "C", "C", "C", "C", "P", "H", "H", "H", "H", "H", "H", "H", "H", "H", "H", "H", "H", "H", "H", "H", "H", "H", "H", "H", "H", "H", "H", "C", "C", "O", "C", "H", "H", "H", "H", "H", "H", "C", "C", "O", "C", "H", "H", "H", "H", "H", "H"], "coordinates": [[0.6627, -3.1750, -2.2010], [0.8029, -2.8505, -0.7419], [1.5633, -3.7834, 0.1687], [0.2565, -1.7214, -0.2453], [-0.6146, -1.6686, 0.9975], [-0.7595, -0.2017, 1.4592], [0.2315, 0.2514, 2.5592], [1.4859, -0.6539, 2.7129], [0.6674, 1.7341, 2.4516], [1.0142, 2.2347, 1.0428], [2.3905, 1.3845, 0.2378], [0.0527, -2.4142, -2.6783], [0.1408, -4.1271, -2.2584], [1.6328, -3.2145, -2.7015], [1.3547, -3.5376, 1.2052], [2.6215, -3.5976, 0.0005], [1.3065, -4.8205, -0.0462], [0.4545, -0.8068, -0.8004], [-0.2689, -2.3410, 1.7775], [-1.5967, -1.9790, 0.6495], [-0.7644, 0.4177, 0.5649], [-1.7558, -0.1037, 1.8863], [-0.2977, 0.1670, 3.5033], [1.2511, -1.4293, 3.4347], [2.3376, -0.1035, 3.1136], [1.8067, -1.1356, 1.7924], [-0.1148, 2.3669, 2.8653], [1.5427, 1.8662, 3.0842], [0.1653, 2.2291, 0.3655], [1.3218, 3.2770, 1.1323], [2.4552, 1.8616, -1.0801], [2.2446, -0.0079, 0.1201], [3.6298, 1.7306, 0.7930], [-5.7453, -3.2420, 0.4719], [-4.7408, -2.5204, -0.3907], [-4.3571, -1.4047, -0.1176], [-4.2344, -3.2502, -1.6112], [-6.0241, -2.6074, 1.3102], [-6.6393, -3.4729, -0.1090], [-5.3121, -4.1668, 0.8566], [-5.0645, -3.4815, -2.2799], [-3.7376, -4.1755, -1.3140], [-3.5214, -2.6199, -2.1395], [1.5875, 5.1673, -3.0655], [1.8063, 5.2761, -1.5788], [1.0043, 4.8235, -0.7862], [3.0611, 5.9735, -1.1175], [0.6509, 4.6481, -3.2579], [1.5360, 6.1624, -3.5086], [2.4045, 4.6075, -3.5246], [3.0709, 7.0019, -1.4796], [3.9413, 5.4484, -1.4933], [3.0927, 5.9845, -0.0295]], "atomic_forces_ev_per_a": [[1.192, 0.858, 0.200], [0.219, 0.301, 0.367], [-1.344, -0.320, -0.363], [0.426, -0.559, 0.489], [0.961, 1.433, -0.456], [-0.375, -0.686, 0.931], [0.788, 0.120, -0.355], [-0.356, 0.181, 0.035], [-0.195, -0.677, -0.082], [0.074, 0.144, 0.700], [-0.523, 0.496, -0.456], [-0.064, -0.013, -0.148], [0.084, -0.161, -0.173], [-0.070, -0.435, -0.246], [0.035, -0.199, 0.143], [0.160, -0.213, -0.167], [0.343, -0.185, 0.237], [-1.569, 0.043, -0.774], [-0.176, -0.046, 0.148], [-0.128, -0.220, 0.109], [0.116, 0.119, -0.026], [-0.133, 0.213, -0.083], [-0.034, 0.078, 0.147], [0.187, -0.273, -0.030], [0.020, 0.071, 0.115], [-0.064, -0.148, -0.066], [-0.053, 0.236, -0.230], [0.011, 0.159, 0.185], [0.020, -0.106, -0.195], [0.142, 0.114, -0.330], [0.093, -0.098, 0.146], [0.165, 0.152, 0.124], [-0.142, -0.277, 0.078], [0.028, 0.243, 0.130], [-0.018, 0.070, 0.025], [0.114, -0.054, 0.019], [0.160, 0.234, -0.011], [0.008, 0.007, -0.016], [0.050, -0.164, -0.009], [-0.094, -0.092, -0.119], [0.008, -0.163, 0.049], [-0.148, -0.094, -0.051], [-0.017, 0.010, 0.012], [-0.261, -0.162, 0.139], [-0.064, 0.099, -0.039], [0.202, -0.221, 0.018], [-0.148, -0.127, 0.282], [-0.001, 0.023, 0.008], [0.163, -0.021, -0.065], [0.079, 0.174, -0.069], [0.121, -0.042, -0.115], [0.024, 0.148, -0.146], [-0.016, 0.028, -0.011]], "mulliken_charge": [-1.3445, 0.1040, -1.2170, -0.4163, -0.6105, -0.8466, 0.7187, -1.6121, -1.5169, -0.4825, 0.0794, 0.3494, 0.3455, 0.3438, 0.2531, 0.2990, 0.4017, 0.7572, 0.4842, 0.2046, 0.2792, 0.3769, 0.4277, 0.3707, 0.4274, 0.3232, 0.4031, 0.4933, 0.5053, 0.5627, 0.1594, 0.1459, 0.1961, -1.1511, 0.9039, -0.5532, -1.1245, 0.3117, 0.3441, 0.3167, 0.4180, 0.3052, 0.2533, -1.1541, 0.8239, -0.5281, -1.1459, 0.2993, 0.3746, 0.3339, 0.3797, 0.3324, 0.2949], "orbital_gap_ev": 7.9289, "charge": 1}

=====

Record 2
{"formula": "C16H34OP2Pt", "method": "wB97M-V/def2-TZVPD", "symbols": ["P", "P", "C", "C", "H", "H", "H", "H", "C", "H", "H", "H", "C", "H", "H", "H", "C", "H", "H", "H", "C", "H", "H", "H", "Pt", "C", "C", "C", "C", "C", "C", "C", "C", "C", "H", "H", "H", "H", "H", "H", "H", "H", "H", "H", "H", "H", "H", "H", "H", "C", "O", "H", "H", "H"], "coordinates": [[1.7144, -2.4054, -4.6067], [1.8716, 0.6079, -4.4959], [1.3081, -1.4822, -6.1652], [2.0918, -0.1671, -6.1646], [0.2211, -1.3060, -6.1708], [1.5483, -2.1267, -7.0197], [3.1686, -0.3229, -6.3100], [1.7421, 0.5181, -6.9454], [0.1862, 1.3009, -4.7222], [-0.0889, 1.8567, -3.8222], [-0.5595, 0.5107, -4.8771], [0.1458, 1.9874, -5.5831], [2.9472, 2.0328, -4.2347], [2.9696, 2.7302, -5.0844], [3.9634, 1.6791, -4.0302], [2.5928, 2.5518, -3.3346], [0.2274, -3.3451, -4.2318], [0.3437, -3.7833, -3.2348], [0.1012, -4.1370, -4.9772], [-0.6402, -2.6750, -4.2352], [2.9798, -3.5680, -5.1535], [3.9863, -3.1445, -5.0745], [2.7902, -3.8173, -6.2046], [2.9154, -4.4775, -4.5463], [2.0563, -0.9850, -3.1001], [-2.0435, 2.9094, -2.8299], [-2.9651, 3.3302, -3.7013], [-4.3950, 2.8882, -3.7118], [-4.7273, 1.3853, -3.9868], [-3.6079, 0.3827, -4.1175], [-2.9051, -0.2042, -3.1224], [-1.9486, 0.4424, -2.1690], [-2.2978, 1.8959, -1.7523], [2.2965, -2.6022, -1.7687], [-1.0367, 3.3468, -2.8294], [-2.7115, 4.0785, -4.4572], [-4.9019, 3.4795, -4.4901], [-4.8877, 3.1286, -2.7566], [-5.4283, 1.0656, -3.1969], [-5.2980, 1.3504, -4.9289], [-3.4482, 0.0615, -5.1558], [-3.0360, -1.2730, -2.9075], [-0.9186, 0.4180, -2.5778], [-1.9168, -0.1691, -1.2549], [-3.3414, 1.9471, -1.4086], [-1.6288, 2.1278, -0.9064], [3.2211, -2.4450, -1.2111], [2.3322, -3.5896, -2.2433], [1.4424, -2.5756, -1.0818], [2.7203, 0.1131, -0.3715], [2.3641, 0.4556, -1.6937], [3.7491, 0.4678, -0.1960], [2.6540, -0.9523, -0.1033], [2.0255, 0.6753, 0.2711]], "atomic_forces_ev_per_a": [[-0.838, 0.073, -1.250], [-1.128, 1.370, -1.968], [0.048, -0.398, 0.009], [0.239, 0.619, -0.158], [0.326, 0.040, -0.018], [-0.101, 0.302, -0.033], [-0.176, -0.142, -0.058], [0.083, -0.134, -0.003], [0.242, 0.449, -0.139], [0.085, -0.176, -0.301], [0.257, 0.126, 0.105], [0.031, -0.131, 0.236], [0.248, 0.432, -0.394], [-0.080, -0.156, 0.198], [-0.213, 0.033, -0.021], [0.061, -0.233, -0.186], [-0.096, -0.754, -0.370], [-0.100, 0.045, -0.235], [-0.286, -0.044, 0.135], [0.238, -0.112, 0.008], [0.139, -0.503, -0.149], [-0.257, -0.026, 0.103], [0.055, -0.147, 0.230], [0.180, 0.130, -0.114], [1.172, -0.510, 3.337], [-0.224, 0.420, -0.083], [0.585, 0.020, 0.156], [-0.525, 0.045, -0.083], [-0.591, -0.596, -0.257], [-2.198, 2.144, -3.665], [2.031, -2.106, 3.558], [0.408, 0.061, 0.110], [0.404, -0.195, 0.084], [-0.045, -0.167, -0.129], [-0.432, -0.121, -0.212], [0.156, -0.193, 0.282], [0.008, -0.184, 0.375], [0.285, 0.194, -0.217], [0.200, -0.025, -0.126], [0.137, -0.037, 0.308], [0.377, 0.323, 0.159], [-0.386, 0.199, 0.026], [-0.260, 0.044, 0.325], [0.051, 0.088, -0.258], [0.235, -0.052, -0.019], [-0.405, -0.013, -0.144], [-0.039, -0.205, 0.009], [0.058, -0.029, 0.275], [0.126, -0.117, 0.065], [-0.317, 0.804, -0.335], [0.065, -0.481, 0.324], [-0.136, -0.176, 0.278], [0.002, 0.380, -0.117], [0.303, -0.177, 0.347]], "mulliken_charge": [0.7879, 0.6038, -0.8891, -0.9745, 0.3079, 0.5687, 0.3386, 0.4828, -0.7102, -0.2329, 0.1576, 0.5870, -1.2686, 0.4115, 0.3637, 0.3136, -1.2286, 0.4119, 0.3938, 0.2277, -1.2904, 0.3218, 0.4317, 0.3773, 0.7507, -0.3826, -0.3883, -0.7311, -0.5564, -0.4015, -0.7922, 0.7777, -1.0349, -1.7183, 0.6074, 0.3766, 0.3421, 0.3329, 0.2800, 0.3289, 0.3271, 0.4676, -0.7624, 0.4678, 0.3223, 0.4439, 0.4620, 0.3981, 0.3435, -0.7617, -0.6514, 0.2123, 0.2229, 0.2237], "orbital_gap_ev": [7.0198, 7.3717], "spin_multiplicity": 3, "e_above_lowest_kj_mol": 0.0}

=====

| no. | strongest force on any atom (eV Å⁻¹) | total energy (hartree) |
| --- | --- | --- |
| 1 | 1.8 | -1121.532232 |
| 2 | 4.8 | -1507.137144 |